ORCA calculation (ωB97M-V with the def2-TZVPD basis set) on a structure of composition C2H8O5Si in a non-equilibrium geometry.

Each line ends with the natural charge from an NBO analysis.
CARTESIAN COORDINATES (ANGSTROEM)
Si (1.34, 0.48, -1.34)  0.929
O (-0.15, -0.49, 1.87)  -0.685
O (0.98, -1.73, -0.25)  -0.899
O (-0.16, 1.47, 0.82)  -0.704
O (-1.19, -0.81, -1.28)  -0.675
O (-2.01, 0.13, 0.94)  -0.766
C (-0.58, 0.17, 0.78)  0.659
C (-0.14, -0.34, -0.55)  0.191
H (-2.02, -0.79, -0.77)  0.512
H (0.82, -0.50, 1.85)  0.493
H (-2.43, 0.74, 1.59)  0.503
H (1.03, -2.37, -0.92)  0.470
H (-0.42, 1.83, 1.63)  0.476
H (2.30, 0.60, -0.23)  -0.152
H (1.81, -0.14, -2.55)  -0.156
H (0.82, 1.75, -1.59)  -0.198

Computed properties:
* lowest unoccupied orbital energy: 0.344 eV
* energy above the lowest of the compared OMol25 structures with the same formula, charge and spin: 673.6 kJ/mol
* net charge: 0
* HOMO-LUMO gap: 10.1 eV
* total energy: -20316.249 eV
* HOMO: -9.74 eV